No. 1
The following is a DFT calculation (ωB97M-V/def2-TZVPD) of C2H4N2O2 as an isolated structure in a non-equilibrium geometry.

Calculated values
HOMO = -9.6 eV
E_LUMO = -1.22 eV
E_tot = -9210.6212 eV
ΔE to the lowest compared entry with this formula, charge and spin = 106.1 kcal/mol
total charge = 0
Kohn-Sham gap = 8.4163 eV

Element x y z (Å)
C: -0.774 -1.314 -0.157
C: -0.286 1.096 0.156
N: 1.864 -0.668 -0.115
N: 0.045 -0.275 0.022
O: -1.982 -1.249 -0.173
O: 2.466 0.308 -0.030
H: -0.208 -2.254 -0.280
H: -0.055 1.643 -0.765
H: -1.354 1.177 0.363
H: 0.283 1.537 0.979

Cartesian forces (eV/Å) of the 3 atoms listed first:
0.217 -0.286 -0.034
0.051 0.353 -0.077
-1.862 2.308 0.352

=====

No. 2
The following is a DFT calculation (ωB97M-V/def2-TZVPD) of one molecule with the formula C2H4N2O2 in a non-equilibrium geometry.

Calculated values
HOMO = -8.9 eV
E_LUMO = 0.60 eV
E_tot = -9209.7592 eV
ΔE to the lowest compared entry with this formula, charge and spin = 126.0 kcal/mol
total charge = 0
Kohn-Sham gap = 9.4968 eV

Element x y z (Å)
H: 0.807 1.846 -1.081
N: 1.635 1.492 -0.786
C: 1.534 0.418 0.061
N: 0.230 0.022 0.571
O: -0.946 0.314 0.114
C: -1.808 -0.878 -0.059
O: -1.576 -2.002 0.201
H: 2.353 -0.015 0.770
H: 0.239 -1.048 0.864
H: -2.468 -0.151 -0.656

Cartesian forces (eV/Å) of the 3 atoms listed first:
-3.514 0.823 -1.005
4.486 -5.715 4.503
-2.545 4.759 -1.720

=====

No. 3
The following is a DFT calculation (ωB97M-V/def2-TZVPD) of one molecule with the formula C2H4N2O2 in a non-equilibrium geometry.

Calculated values
HOMO = -10.9 eV
E_LUMO = 0.32 eV
E_tot = -9209.3561 eV
ΔE to the lowest compared entry with this formula, charge and spin = 135.3 kcal/mol
total charge = 0
Kohn-Sham gap = 11.1729 eV

Element x y z (Å)
H: 2.608 0.645 0.981
N: 2.037 -0.120 0.544
C: 0.857 0.263 0.396
C: -0.153 -0.537 -0.386
N: -1.591 -0.047 -0.125
O: -1.934 0.910 -0.723
O: -2.203 -0.728 0.626
H: 0.377 1.107 0.775
H: -0.024 0.017 -1.579
H: 0.027 -1.510 -0.509

Cartesian forces (eV/Å) of the 3 atoms listed first:
-0.628 -1.013 -0.162
1.261 0.951 0.156
-1.080 -1.822 -0.429

=====

No. 4
The following is a DFT calculation (ωB97M-V/def2-TZVPD) of a 2-piece molecular cluster, C2H4N2O2S overall in a non-equilibrium geometry.

Calculated values
HOMO (alpha / beta) = -9.0 / -9.0 eV
E_LUMO (alpha / beta) = 0.08 / 0.08 eV
E_tot = -20042.7188 eV
ΔE to the lowest compared entry with this formula, charge and spin = 156.0 kcal/mol
total charge = 0
Kohn-Sham gap (alpha / beta) = 9.0842 / 9.0835 eV

Element x y z (Å)
C: -1.405 -1.144 0.938
C: -0.875 -1.115 -0.144
S: 0.094 -0.362 -1.406
N: 1.566 -1.172 -0.923
H: -1.777 -1.219 1.923
H: 2.193 -1.519 -1.648
H: 1.968 -0.520 -0.334
O: 0.198 1.169 1.193
N: 0.330 1.579 0.014
O: -0.842 2.306 -0.216
H: -1.450 1.998 0.602

Cartesian forces (eV/Å) of the 3 atoms listed first:
0.232 -0.191 -0.270
0.591 1.422 -1.199
-0.342 -3.247 0.508

=====

No. 5
The following is a DFT calculation (ωB97M-V/def2-TZVPD) of C2H4N2O2S as an isolated structure in a non-equilibrium geometry.

Calculated values
HOMO (alpha / beta) = -8.6 / -8.6 eV
E_LUMO (alpha / beta) = -0.75 / -0.75 eV
E_tot = -20045.2057 eV
ΔE to the lowest compared entry with this formula, charge and spin = 98.6 kcal/mol
total charge = 0
Kohn-Sham gap (alpha / beta) = 7.8064 / 7.8086 eV

Element x y z (Å)
C: 0.682 0.648 -0.692
C: 1.892 -0.035 -1.164
N: 1.435 -0.567 -0.126
N: -0.961 -0.569 1.454
O: -0.482 0.483 -1.277
O: -3.066 0.002 0.272
S: -1.863 -0.745 0.086
H: 0.822 1.548 -0.081
H: 2.651 -0.157 -1.900
H: 0.014 -0.829 1.367
H: -1.124 0.221 2.060

Cartesian forces (eV/Å) of the 3 atoms listed first:
0.804 0.711 0.297
-1.021 0.364 0.720
0.473 -0.360 -0.188

=====

No. 6
The following is a DFT calculation (ωB97M-V/def2-TZVPD) of a 3-piece molecular cluster, C2H4N2O2S overall in a non-equilibrium geometry.

Calculated values
HOMO = -10.4 eV
E_LUMO = -1.01 eV
E_tot = -20048.2197 eV
ΔE to the lowest compared entry with this formula, charge and spin = 29.1 kcal/mol
total charge = 0
Kohn-Sham gap = 9.3653 eV

Element x y z (Å)
C: 1.429 -0.245 0.264
C: 2.695 -0.276 -0.167
N: -2.027 1.802 -0.194
N: -2.515 2.799 -0.111
O: -2.808 -1.299 -1.266
O: -2.799 -0.970 1.197
S: -2.168 -0.734 -0.093
H: 1.120 -0.899 1.062
H: 0.755 0.491 -0.030
H: 3.085 0.461 -0.828
H: 3.235 -1.130 0.167

Cartesian forces (eV/Å) of the 3 atoms listed first:
1.793 -0.385 0.411
-1.919 -0.432 0.620
-1.566 4.393 0.205

=====

No. 7
The following is a DFT calculation (ωB97M-V/def2-TZVPD) of one molecule with the formula C2H4N2O2S in a non-equilibrium geometry.

Calculated values
HOMO = -9.3 eV
E_LUMO = 0.37 eV
E_tot = -20047.9619 eV
ΔE to the lowest compared entry with this formula, charge and spin = 35.1 kcal/mol
total charge = 0
Kohn-Sham gap = 9.6703 eV

Element x y z (Å)
N: 1.205 0.115 -0.962
C: 0.167 -0.027 -0.087
N: -0.651 0.887 0.294
O: -0.329 2.099 -0.342
C: -0.024 -1.450 0.442
O: 0.685 -2.319 0.029
S: -1.251 -1.740 1.671
H: 1.174 0.951 -1.513
H: 1.599 -0.741 -1.272
H: -0.970 2.645 0.001
H: -1.605 -0.419 1.740

Cartesian forces (eV/Å) of the 3 atoms listed first:
-1.056 0.494 1.074
-0.097 -0.229 -0.111
0.507 -0.319 -0.223

=====

No. 8
The following is a DFT calculation (ωB97M-V/def2-TZVPD) of one molecule with the formula C2H4N2O3 in a non-equilibrium geometry.

Calculated values
HOMO (alpha / beta) = -5.6 / -9.7 eV
2S+1 = 3
E_LUMO (alpha / beta) = 0.77 / -2.33 eV
E_tot = -11252.6601 eV
<S²> = 2.018
ΔE to the lowest compared entry with this formula, charge and spin = 109.9 kcal/mol
total charge = 0
Kohn-Sham gap (alpha / beta) = 6.3986 / 7.3989 eV

Element x y z (Å)
C: -1.397 -0.425 0.085
C: 1.278 -0.473 0.433
N: -1.601 0.869 -0.266
N: -0.073 -0.066 0.574
O: -2.013 -1.434 -0.015
O: -0.339 1.364 0.100
O: 1.763 -0.435 -0.845
H: 1.294 -1.411 0.834
H: 1.972 0.253 1.156
H: -2.348 1.479 -0.660
H: 1.463 0.280 -1.397

Cartesian forces (eV/Å) of the 3 atoms listed first:
2.217 -0.009 0.211
0.533 3.850 1.806
-0.587 2.898 -0.971

=====

No. 9
The following is a DFT calculation (ωB97M-V/def2-TZVPD) of C2H4N2O4 as an isolated structure in a non-equilibrium geometry.

Calculated values
HOMO = -9.3 eV
E_LUMO = 0.46 eV
E_tot = -13303.9640 eV
ΔE to the lowest compared entry with this formula, charge and spin = 101.4 kcal/mol
total charge = 0
Kohn-Sham gap = 9.7334 eV

Element x y z (Å)
C: 2.205 0.468 -1.993
C: -0.669 0.491 0.655
N: -0.635 -0.228 -0.365
N: -0.766 -0.063 2.415
O: 2.257 -0.192 -1.028
O: 2.051 1.084 -2.929
O: -0.451 0.232 -1.511
O: -0.557 -1.624 -0.198
H: -0.547 1.621 0.648
H: -0.455 -2.180 -1.008
H: -1.732 -0.486 2.544
H: -0.700 0.878 2.770

Cartesian forces (eV/Å) of the 3 atoms listed first:
-0.667 -2.187 3.006
-0.673 1.294 7.268
1.572 -1.683 -2.605

=====

No. 10
The following is a DFT calculation (ωB97M-V/def2-TZVPD) of C2H4N2O4Sn as an isolated structure in a non-equilibrium geometry.

Calculated values
HOMO (alpha / beta) = -13.5 / -13.5 eV
2S+1 = 2
E_LUMO (alpha / beta) = -7.84 / -7.87 eV
E_tot = -19129.6254 eV
<S²> = 0.767
total charge = +1
Kohn-Sham gap (alpha / beta) = 5.6741 / 5.6269 eV

Element x y z (Å)
Sn: -1.549 0.925 2.719
C: -1.102 -2.307 1.388
O: -1.234 -1.449 0.519
O: -1.541 -3.478 1.334
O: -0.653 -1.906 2.485
C: 0.443 1.265 -0.665
O: 0.007 1.710 0.338
N: 0.139 0.114 -1.212
N: 1.371 1.882 -1.344
H: 0.778 -0.249 -1.905
H: -0.274 -0.531 -0.553
H: 2.066 2.363 -0.790
H: 1.550 1.660 -2.313

Cartesian forces (eV/Å) of the 3 atoms listed first:
1.692 -2.200 -2.456
-0.724 1.253 1.103
-1.083 0.959 -2.545

=====

No. 11
The following is a DFT calculation (ωB97M-V/def2-TZVPD) of one molecule with the formula C2H4N2OS in a non-equilibrium geometry.

Calculated values
HOMO = -9.8 eV
E_LUMO = 0.03 eV
E_tot = -17999.3168 eV
ΔE to the lowest compared entry with this formula, charge and spin = 77.1 kcal/mol
total charge = 0
Kohn-Sham gap = 9.8548 eV

Element x y z (Å)
H: -2.215 0.530 0.595
N: -1.749 1.479 0.116
C: -0.482 1.093 -0.241
N: 0.185 -0.059 -0.217
S: 1.907 0.007 0.059
C: -0.474 -1.232 -0.148
O: -1.727 -1.297 0.167
H: 0.059 1.988 -0.651
H: 1.928 0.645 1.334
H: 0.230 -2.003 -0.522

Cartesian forces (eV/Å) of the 3 atoms listed first:
1.326 3.121 -1.712
3.197 -5.210 0.618
-5.492 6.632 0.570

=====

No. 12
The following is a DFT calculation (ωB97M-V/def2-TZVPD) of C2H4N2OS as an isolated structure in a non-equilibrium geometry.

Calculated values
HOMO = -9.2 eV
E_LUMO = 0.43 eV
E_tot = -17997.3431 eV
ΔE to the lowest compared entry with this formula, charge and spin = 122.6 kcal/mol
total charge = 0
Kohn-Sham gap = 9.5982 eV

Element x y z (Å)
C: -0.266 -1.263 -0.466
C: 0.297 1.287 -0.016
N: 1.468 -0.434 -0.825
N: 1.321 0.708 -0.608
O: -2.278 0.539 -0.872
S: -1.259 0.082 0.159
H: -0.544 -1.868 -1.337
H: 0.082 -2.124 0.144
H: 0.421 1.543 0.968
H: 0.186 2.142 -0.627

Cartesian forces (eV/Å) of the 3 atoms listed first:
2.143 -0.537 0.002
-3.375 0.613 -0.684
-1.737 -2.149 -0.864